[1]
This record from the OMol25 dataset describes a 9-piece molecular cluster, C15H36N6O27S6 overall at a distorted geometry. The level of theory is wB97M-V/def2-TZVPD.

Calculated values
Multiplicity: 1
SMILES string: O=S1(=O)OCCO1.O=S1(=O)OCCO1.O=S1(=O)OCCO1.O=S1(=O)OCCO1.O=S1(=O)OCCO1.O=S1(=O)OCCO1.NC(N)=O.NC(N)=O.NC(N)=O
E, eV: -145363.645
Orbital gap, eV: 9.9
HOMO level, eV: -9.996
LUMO level, eV: -0.10
Charge: 0

Each line ends with the Mulliken charge.
Element x y z (Å)
1 C -27.785 26.563 6.970  0.545
2 O -28.816 26.096 7.323  -0.684
3 N -27.521 27.698 6.423  -0.360
4 N -26.655 25.894 7.191  -0.136
5 H -28.229 28.319 6.057  0.235
6 H -26.573 27.997 6.246  0.133
7 H -25.864 26.521 7.236  0.188
8 H -26.653 24.958 7.572  -0.046
9 C -27.072 23.387 11.213  0.538
10 O -27.174 22.242 10.985  -0.565
11 N -26.625 24.218 10.359  -0.378
12 N -27.460 23.888 12.339  -0.404
13 H -26.905 25.182 10.471  0.264
14 H -26.685 23.717 9.484  0.111
15 H -27.337 24.889 12.282  0.138
16 H -28.170 23.476 12.927  0.254
17 C -29.004 22.439 6.918  0.881
18 O -27.911 22.479 7.531  -0.271
19 N -29.445 23.486 6.304  0.333
20 N -29.642 21.391 6.600  0.146
21 H -30.227 23.487 5.666  -0.045
22 H -28.955 24.355 6.463  -0.466
23 H -30.432 21.520 5.985  -0.179
24 H -29.471 20.488 7.019  -0.107
25 C -34.804 22.036 4.868  -0.261
26 C -33.478 21.371 5.203  -0.455
27 O -32.478 21.920 4.362  -0.124
28 S -33.179 22.674 3.031  0.956
29 O -33.372 21.682 1.929  -0.558
30 O -32.465 23.870 2.611  -0.412
31 O -34.573 22.990 3.901  -0.268
32 H -35.150 22.598 5.735  0.156
33 H -35.624 21.454 4.448  0.309
34 H -33.511 20.281 5.214  0.356
35 H -33.117 21.746 6.160  0.350
36 C -30.573 17.723 7.356  -0.282
37 C -31.330 16.361 6.977  -0.414
38 O -30.831 16.204 5.670  -0.330
39 S -30.878 17.611 4.835  1.034
40 O -32.241 17.966 4.433  -0.528
41 O -29.805 17.512 3.781  -0.559
42 O -30.433 18.520 6.151  -0.151
43 H -29.545 17.459 7.603  0.209
44 H -31.058 18.250 8.178  0.365
45 H -32.409 16.444 6.848  0.290
46 H -31.134 15.515 7.637  0.325
47 C -29.024 24.477 3.026  -0.184
48 C -27.687 24.759 3.634  0.392
49 O -27.247 25.926 2.838  -0.377
50 S -28.500 26.851 2.310  0.977
51 O -28.460 26.991 0.802  -0.565
52 O -28.685 28.056 3.013  -0.503
53 O -29.641 25.734 2.836  -0.242
54 H -29.641 23.719 3.507  0.147
55 H -28.816 24.063 2.039  0.372
56 H -26.949 24.034 3.292  0.268
57 H -27.602 25.099 4.666  -0.258
58 C -35.712 25.535 6.038  -0.465
59 C -35.170 26.391 4.923  -0.345
60 O -34.051 25.618 4.647  -0.242
61 S -33.221 25.334 6.079  0.664
62 O -32.854 26.611 6.728  -0.546
63 O -32.166 24.289 5.891  -0.131
64 O -34.632 24.723 6.593  -0.328
65 H -36.554 24.919 5.725  0.264
66 H -36.270 26.132 6.760  0.384
67 H -35.166 27.423 5.273  0.287
68 H -35.842 26.447 4.067  0.365
69 C -24.314 22.863 7.195  0.170
70 C -24.081 22.240 8.608  0.031
71 O -23.197 21.170 8.432  -0.379
72 S -22.017 21.434 7.183  1.065
73 O -21.760 20.269 6.325  -0.489
74 O -20.930 22.321 7.568  -0.522
75 O -23.212 22.359 6.410  -0.470
76 H -24.110 23.931 7.275  0.199
77 H -25.263 22.669 6.694  0.131
78 H -24.989 21.935 9.128  -0.188
79 H -23.524 22.869 9.302  0.427
80 C -26.247 19.429 7.544  0.200
81 C -26.966 19.405 8.890  0.030
82 O -26.826 18.113 9.377  -0.491
83 S -25.273 17.511 9.025  1.058
84 O -25.410 16.095 8.648  -0.533
85 O -24.435 17.851 10.207  -0.529
86 O -25.103 18.688 7.835  -0.369
87 H -25.874 20.378 7.158  -0.085
88 H -26.951 18.946 6.866  0.228
89 H -28.038 19.513 8.727  0.070
90 H -26.646 20.190 9.575  0.377

---

[2]
This record from the OMol25 dataset describes C8H9NO2S as an isolated structure at a distorted geometry. The level of theory is wB97M-V/def2-TZVPD.

Calculated values
Multiplicity: 1
ΔE to the lowest compared entry with this formula, charge and spin, kcal per mole: 134.24
E, eV: -24856.494
Orbital gap, eV: 8.5
HOMO level, eV: -8.868
LUMO level, eV: -0.39
Charge: 0

Each line ends with the Mulliken charge.
Element x y z (Å)
1 C 0.073 2.327 0.066  -0.309
2 C -1.080 1.506 0.329  -0.593
3 C 1.282 1.781 -0.080  -0.644
4 C -1.065 0.148 0.211  1.028
5 C 1.601 0.392 0.207  0.242
6 C 0.067 -0.741 0.294  0.437
7 C -2.516 -0.327 0.184  -1.496
8 C 0.196 -2.156 -0.207  -1.149
9 N 2.609 -0.289 -0.493  1.006
10 O 2.898 -1.384 -0.076  -0.616
11 O 3.115 0.254 -1.466  -0.633
12 S 1.046 -0.369 1.736  -0.123
13 H -0.230 3.386 -0.184  0.279
14 H -1.948 2.187 0.414  0.183
15 H 2.150 2.337 -0.470  0.329
16 H -2.917 -0.524 -0.775  0.352
17 H -3.294 0.437 0.429  0.358
18 H -2.829 -1.326 0.761  0.271
19 H -0.404 -2.350 -1.088  0.361
20 H -0.005 -2.846 0.593  0.323
21 H 1.249 -2.441 -0.385  0.395

---

[3]
This record from the OMol25 dataset describes a 2-piece molecular cluster, C9H14 overall at a distorted geometry. The level of theory is wB97M-V/def2-TZVPD.

Calculated values
Multiplicity: 1
SMILES string: Cc1ccccc1.CC
ΔE to the lowest compared entry with this formula, charge and spin, kcal per mole: 27.32
E, eV: -9558.997
Orbital gap, eV: 10.0
HOMO level, eV: -9.016
LUMO level, eV: 0.99
Charge: 0

Each line ends with the Mulliken charge.
Element x y z (Å)
1 C -2.823 -0.072 -0.885  -1.597
2 C -0.824 1.306 -0.277  -0.446
3 C -1.844 0.437 0.067  1.131
4 C 0.075 1.651 0.757  -0.405
5 C 0.068 1.171 2.004  -0.352
6 C -2.020 0.047 1.466  -0.569
7 C -1.084 0.488 2.406  -0.404
8 H -0.762 1.858 -1.274  0.214
9 H 0.988 2.221 0.356  0.264
10 H -3.775 0.210 -0.546  0.445
11 H -2.772 -1.156 -0.988  0.306
12 H 0.891 1.376 2.687  0.392
13 H -2.976 -0.466 1.642  0.339
14 H -1.183 0.117 3.432  0.319
15 H -2.664 0.400 -1.861  0.366
16 C 1.967 -0.816 -1.077  -0.392
17 C 3.246 -1.638 -1.123  -1.068
18 H 1.010 -1.483 -1.335  0.198
19 H 1.731 -0.140 -0.182  0.065
20 H 2.019 -0.035 -1.888  0.258
21 H 4.129 -1.024 -0.929  0.309
22 H 3.437 -2.129 -2.101  0.282
23 H 3.166 -2.321 -0.352  0.344

---

[4]
This record from the OMol25 dataset describes a 2-piece molecular cluster, C8H10BrOP overall at a distorted geometry. The level of theory is wB97M-V/def2-TZVPD.

Calculated values
Multiplicity: 1
ΔE to the lowest compared entry with this formula, charge and spin, kcal per mole: 60.05
E, eV: -89833.782
Orbital gap (alpha / beta), eV: 8.4 / 3.5
HOMO level (alpha / beta), eV: -8.706 / -7.316
LUMO level (alpha / beta), eV: -0.28 / -3.86
Charge: 0

Each line ends with the Mulliken charge.
Element x y z (Å)
1 C 1.931 -2.294 -0.067  -0.040
2 C 1.018 -1.857 0.858  -0.812
3 C 1.857 -2.114 -1.427  -0.848
4 C -0.047 -1.123 0.359  -0.071
5 C 0.842 -1.307 -1.908  -0.257
6 C -0.171 -0.793 -1.032  0.369
7 C -1.183 2.247 1.792  -0.545
8 C -1.311 0.197 -1.456  -1.014
9 O -1.512 1.451 0.634  -0.132
10 P -0.929 1.957 -0.774  -0.057
11 Br 0.073 5.834 2.037  -0.003
12 H 2.656 -2.954 0.406  0.281
13 H 1.214 -2.192 1.927  0.280
14 H 2.657 -2.357 -2.049  0.401
15 H -0.807 -0.706 0.977  0.499
16 H 0.870 -1.171 -2.962  0.358
17 H -1.918 1.809 2.507  0.213
18 H -1.454 3.241 1.706  0.203
19 H -0.096 2.096 2.050  0.312
20 H -2.304 -0.109 -1.068  0.348
21 H -1.387 0.143 -2.512  0.514

---

[5]
This record from the OMol25 dataset describes a 2-piece molecular cluster, C17H19N overall at a distorted geometry. The level of theory is wB97M-V/def2-TZVPD.

Calculated values
Multiplicity: 1
SMILES string: Cc1c[nH]c2ccccc12.CCc1ccccc1
ΔE to the lowest compared entry with this formula, charge and spin, kcal per mole: 9.07
E, eV: -19427.510
Orbital gap, eV: 8.7
HOMO level, eV: -7.814
LUMO level, eV: 0.89
Charge: 0

Each line ends with the Mulliken charge.
Element x y z (Å)
1 C -3.589 -0.853 0.577  -0.759
2 C -4.015 0.096 1.719  -1.103
3 C -2.791 -0.169 -0.501  1.030
4 C -3.286 0.976 -1.139  -0.579
5 C -1.615 -0.744 -0.959  -0.644
6 C -2.524 1.596 -2.108  -0.350
7 C -0.843 -0.060 -1.905  -0.179
8 C -1.314 1.059 -2.555  -0.787
9 H -3.004 -1.655 1.025  0.295
10 H -4.500 -1.350 0.236  0.324
11 H -3.164 0.722 2.027  0.254
12 H -4.201 1.450 -0.824  0.295
13 H -1.216 -1.612 -0.454  0.393
14 H -2.862 2.535 -2.520  0.390
15 H 0.124 -0.504 -2.125  0.347
16 H -0.746 1.482 -3.377  0.391
17 H -4.337 -0.451 2.609  0.372
18 H -4.774 0.802 1.384  0.313
19 C 1.761 -2.993 1.303  -1.315
20 C 3.613 -1.646 0.192  -0.627
21 C 2.453 -1.737 0.888  0.232
22 C 2.767 0.425 0.173  -0.706
23 C 1.882 -0.412 0.869  1.634
24 C 2.504 1.772 -0.056  -0.683
25 C 0.715 0.132 1.430  -0.608
26 C 1.303 2.275 0.417  -0.699
27 C 0.388 1.420 1.067  -0.302
28 N 3.857 -0.337 -0.181  -0.096
29 H 4.309 -2.418 -0.087  0.423
30 H 4.474 -0.084 -0.933  0.233
31 H 2.484 -3.778 1.519  0.404
32 H 1.057 -3.350 0.546  0.227
33 H 3.160 2.431 -0.605  0.360
34 H 0.075 -0.402 2.115  0.391
35 H 1.013 3.296 0.218  0.409
36 H -0.491 1.924 1.438  0.375
37 H 1.225 -2.894 2.243  0.346